[1]
Density functional theory data (the ωB97M-V functional and the def2-TZVPD basis) for 4 unconnected molecules or ions with the total composition C31H43B3NO16S2.

- LUMO (eV) = 1.649
- net charge = -1
- energy (eV) = -90792.768
- strongest force on any atom (eV/Å) = 5.77

Last column: Löwdin charge in e.
Element x y z (Å)
O 6.29612 -2.87583 -0.45228  0.052
C 6.93319 -1.86617 -0.86415  -0.375
O 7.52633 -1.93974 -2.17315  0.003
C 7.06816 -0.50035 -0.00297  0.056
B 5.90990 0.49224 -0.56127  -0.383
O 5.46142 0.26847 -1.94627  0.187
B 4.02353 0.13376 -1.81098  -0.443
C 3.14561 -1.18533 -2.13947  -0.094
C 3.27745 -1.75146 -3.63633  -0.254
C 2.41357 -3.10349 -3.71357  -0.486
S 0.68301 -2.89530 -4.34075  0.801
C -0.14330 -1.46831 -3.50750  -0.914
S 0.45172 0.09113 -3.83137  0.710
N -1.30851 -1.54937 -2.60229  -0.126
C -1.53510 -0.24789 -1.88693  -0.267
C -2.63972 0.66607 -2.45881  -0.039
C -2.93930 2.04661 -1.80284  -0.077
C -2.08772 2.46847 -0.57500  -0.077
C -0.96534 1.55537 0.04702  -0.016
C -0.70069 0.18305 -0.62053  0.020
C -1.18983 -2.62555 -1.59609  -0.201
C 0.11852 -3.19959 -1.00988  -0.011
C 0.17074 -4.31755 0.09703  -0.039
C -1.16092 -4.87227 0.66265  -0.087
C -2.47694 -4.31560 0.06194  -0.083
C -2.53674 -3.21237 -1.03715  0.011
O 3.32735 1.30697 -1.27703  0.194
B 3.81775 1.35281 0.10489  -0.319
C 2.79560 1.15011 1.34180  -0.476
O 2.09015 2.05879 1.89775  -0.088
O 2.63585 -0.16640 1.81242  -0.191
O 5.26960 1.54104 0.22779  0.205
H 6.81010 -1.72089 -2.82512  0.108
H 6.74953 -0.79721 1.06882  0.145
H 8.12624 -0.07135 -0.02772  0.125
H 3.48404 -2.03653 -1.42567  0.138
H 2.06467 -0.95263 -1.84909  0.073
H 2.94836 -1.01861 -4.44799  0.082
H 4.39139 -1.98291 -3.85206  0.114
H 2.48870 -3.66862 -2.70807  0.082
H 2.95134 -3.79321 -4.47358  0.090
H -3.27413 0.38287 -3.36541  0.093
H -3.72082 2.76671 -2.20570  0.078
H -2.27072 3.49608 -0.08595  0.080
H -0.35141 1.88577 0.95567  0.091
H 0.10345 -0.56439 -0.28977  0.103
H 1.12731 -2.81274 -1.36256  0.054
H 1.18672 -4.66969 0.48134  0.093
H -1.08852 -5.65817 1.49022  0.084
H -3.45764 -4.73166 0.49603  0.081
H -3.52951 -2.81601 -1.42291  0.094
C -5.70268 5.56537 2.19178  -0.066
C -6.00446 4.08503 2.32411  -0.208
O -7.34891 3.80169 1.91293  0.020
C -7.53698 3.70063 0.58722  -0.620
O -6.68909 3.81887 -0.26280  0.121
O -8.84318 3.46409 0.36807  -0.020
C -9.19438 3.39768 -1.01288  -0.042
H -6.45153 6.15928 2.72254  0.080
H -4.71476 5.79543 2.59632  0.082
H -5.72942 5.88036 1.14577  0.075
H -5.92766 3.78945 3.37296  0.125
H -5.28810 3.47640 1.76485  0.126
H -8.56441 2.68409 -1.54797  0.099
H -9.12167 4.38969 -1.46430  0.098
H -10.22936 3.06019 -1.07948  0.094
C 12.88584 -1.32803 0.99325  -0.069
C 12.19914 -0.96994 2.29732  -0.216
O 12.51517 0.37268 2.68577  0.029
C 11.80446 1.33282 2.07151  -0.587
O 10.94065 1.16154 1.24652  0.120
O 12.23756 2.52378 2.52084  -0.001
C 11.60526 3.64053 1.89744  -0.047
H 13.96050 -1.13877 1.06018  0.079
H 12.72489 -2.38013 0.74846  0.080
H 12.50618 -0.71975 0.16879  0.076
H 12.56556 -1.62202 3.09359  0.122
H 11.11688 -1.11443 2.23537  0.125
H 10.51771 3.56340 1.95561  0.099
H 11.93049 3.72078 0.85779  0.098
H 11.91520 4.54087 2.42925  0.092
C -12.37071 -2.08659 1.89896  -0.071
C -11.13804 -2.81651 1.40065  -0.220
O -10.27296 -1.92438 0.68929  0.029
C -9.48168 -1.15409 1.45610  -0.584
O -9.43750 -1.15821 2.66260  0.122
O -8.76085 -0.36197 0.64525  0.010
C -7.91731 0.55985 1.33629  -0.034
H -12.86802 -1.56620 1.07624  0.080
H -13.07540 -2.78557 2.35495  0.078
H -12.10627 -1.32944 2.64105  0.076
H -11.43582 -3.59532 0.69460  0.121
H -10.60431 -3.30981 2.21791  0.124
H -7.28118 0.04828 2.06147  0.106
H -8.52404 1.32344 1.82665  0.096
H -7.27536 1.04573 0.59997  0.098

---

[2]
Density functional theory data (the ωB97M-V functional and the def2-TZVPD basis) for a molecular structure, C31H43Cl2OP3STc.

- relative energy (zero: lowest compared OMol25 entry of this formula, charge and spin) (kcal/mol) = 0.0
- spin multiplicity = 4
- LUMO (alpha / beta) (eV) = -5.407 / -8.471
- net charge = +2
- energy (eV) = -100818.701
- strongest force on any atom (eV/Å) = 7.29

Last column: Löwdin spin population.
Element x y z (Å)
P 1.36235 1.77230 -5.90977  0.401
C 2.96001 1.78311 -5.16240  0.072
C 3.71322 1.10670 -6.15493  0.082
H 3.20766 0.42961 -6.82864  0.003
C 5.04848 1.44026 -6.34832  -0.003
H 5.55746 1.03539 -7.21627  -0.002
C 5.68713 2.28706 -5.45080  0.063
H 6.72604 2.55249 -5.62126  0.003
C 4.99388 2.77718 -4.34184  0.025
H 5.52989 3.38831 -3.62584  0.001
C 3.63293 2.52702 -4.16516  0.023
H 3.11606 2.86205 -3.26264  0.000
C 0.54142 0.19571 -5.78734  0.062
C 1.08989 -1.05618 -5.40425  0.035
H 1.93824 -1.09313 -4.71891  0.001
C 0.52434 -2.22480 -5.90943  0.002
H 0.97737 -3.18044 -5.66559  0.000
C -0.57743 -2.18734 -6.75859  0.047
H -0.95308 -3.09647 -7.21553  0.002
C -1.19928 -0.97222 -7.01880  -0.005
H -2.06306 -0.91616 -7.67324  -0.001
C -0.70366 0.20174 -6.46775  0.048
H -1.20684 1.15324 -6.63035  0.001
C 0.33482 3.13174 -5.25483  0.042
C 0.45654 3.89842 -6.43612  0.053
H 1.12534 3.55848 -7.20589  0.021
C -0.32069 5.03872 -6.65144  0.006
H -0.20904 5.54969 -7.60226  0.000
C -1.18494 5.47406 -5.65205  0.007
H -1.77849 6.36821 -5.82854  0.000
C -1.27315 4.77179 -4.44753  0.006
H -1.93626 5.15071 -3.67522  0.000
C -0.52789 3.59620 -4.22645  0.006
H -0.57778 3.11622 -3.24596  0.000
Tc 0.03689 -0.35720 0.16419  1.522
C -1.79994 -1.19335 -0.55973  -0.035
C -2.28735 -1.01684 -1.80178  0.055
H -2.35897 -1.83947 0.12734  -0.003
C -1.50503 -0.04586 -2.74017  0.023
O -2.38804 1.03789 -3.07687  0.005
H -1.99660 1.57978 -3.78478  0.000
C -0.46626 0.35278 -1.81621  0.109
H -1.07880 -0.58642 -3.59580  0.007
C 0.47366 0.90338 -1.06489  0.015
Cl -0.88528 -0.87491 2.31135  0.091
Cl 1.95577 0.80615 1.18405  0.110
P 1.45071 -2.04933 -0.39646  0.055
C 2.33393 -2.45252 1.14257  0.016
H 1.60301 -2.76124 1.89064  0.000
H 2.82325 -1.54374 1.49474  0.001
H 3.06096 -3.23632 0.95324  0.001
C 0.48127 -3.54526 -0.72933  0.011
H -0.00470 -3.44662 -1.69291  0.000
H -0.28389 -3.63294 0.03311  0.000
H 1.11739 -4.41735 -0.72249  0.001
C 2.73635 -2.00978 -1.67387  0.004
H 3.23386 -1.04610 -1.64761  0.000
H 2.29582 -2.15361 -2.65391  0.000
H 3.46491 -2.79010 -1.48874  0.000
P -3.83835 -1.76679 -2.41743  0.008
C -4.43970 -2.88128 -1.15540  0.000
C -3.51077 -2.66367 -3.93699  0.002
H -4.58925 -2.33452 -0.21776  0.000
H -3.71359 -3.68414 -0.98127  0.000
H -5.39636 -3.34694 -1.43114  0.000
H -3.04368 -2.01230 -4.67945  0.000
H -4.42086 -3.08015 -4.39176  0.000
H -2.83441 -3.50107 -3.74597  0.000
C -5.05399 -0.49854 -2.76519  0.003
H -5.29169 0.04748 -1.85091  0.000
H -5.99510 -0.90178 -3.17147  0.000
H -4.64150 0.20713 -3.48571  0.000
H 1.26390 1.48628 -1.45982  -0.001
C -1.41185 3.65753 -0.08434  0.001
S -1.72153 3.09173 1.57749  -0.002
C -2.98836 1.88421 1.21256  0.000
H -0.36725 3.43873 -0.33207  0.000
H -1.57542 4.76756 -0.10433  0.000
H -2.07694 3.19252 -0.80398  0.000
H -2.70654 0.94235 1.69452  0.000
H -3.94899 2.25369 1.61364  0.000
H -3.07311 1.72650 0.13012  0.000